(1)
The following is a quantum chemistry calculation of a molecular structure, C44H40MgN8O3S3 at a distorted geometry, from the OMol25 dataset.

Structure (XYZ):
```
99
C44H40MgN8O3S3 | the OMol25 dataset | ωB97M-V/def2-TZVPD
Mg 1.237 0.263 1.087
O 0.538 -1.289 2.065
C 0.217 -1.374 3.319
C -0.780 -2.314 3.729
C -1.165 -2.481 5.026
C -0.499 -1.767 6.060
C 0.469 -0.860 5.781
C 0.746 -0.538 4.419
C 1.596 0.570 4.208
N 2.030 1.022 3.052
N 3.299 1.348 2.936
C 3.837 0.772 1.824
O 3.186 0.104 0.982
C 5.327 0.878 1.723
C 6.084 1.448 2.771
C 7.329 0.987 3.057
C 8.006 0.305 1.994
C 7.302 -0.131 0.894
C 5.973 0.158 0.726
H -1.272 -2.902 2.927
H -1.906 -3.222 5.370
H -0.844 -1.867 7.080
H 1.118 -0.502 6.579
H 2.032 1.076 5.059
H 5.578 2.270 3.279
H 7.860 1.149 3.972
H 9.085 0.254 2.117
H 7.811 -0.741 0.131
H 5.409 -0.127 -0.157
S -1.157 1.022 -3.254
C -1.663 -0.487 -2.751
N -2.938 -0.942 -3.011
C -3.392 -2.280 -2.730
C -2.172 -3.258 -2.759
N -1.024 -2.754 -2.030
C -0.038 -3.811 -1.635
C -0.275 -4.582 -0.338
C 0.875 -4.773 0.449
C 0.813 -5.443 1.673
C -0.436 -5.915 2.120
C -1.542 -5.828 1.285
C -1.517 -5.111 0.084
C -0.761 -1.437 -2.005
S 0.752 -0.810 -1.434
C -4.003 -0.010 -3.380
C -4.339 0.134 -4.880
C -3.395 0.419 -5.867
C -3.799 0.403 -7.199
C -5.134 0.126 -7.517
C -6.124 -0.007 -6.537
C -5.696 0.017 -5.198
H -4.102 -2.626 -3.463
H -3.951 -2.343 -1.759
H -1.806 -3.478 -3.783
H -2.498 -4.215 -2.350
H 0.941 -3.285 -1.469
H 0.036 -4.508 -2.475
H 1.823 -4.346 0.144
H 1.727 -5.583 2.293
H -0.494 -6.483 3.067
H -2.513 -6.309 1.551
H -2.426 -5.056 -0.479
H -3.741 0.939 -3.025
H -4.886 -0.286 -2.775
H -2.362 0.727 -5.620
H -3.013 0.513 -7.960
H -5.351 0.068 -8.580
H -7.163 -0.093 -6.825
H -6.423 -0.068 -4.358
N 4.172 5.376 -3.344
C 4.123 5.571 -2.008
S 4.819 6.803 -1.120
C 3.358 4.513 -1.328
C 2.506 4.743 -0.274
C 1.839 3.668 0.337
N 1.837 2.407 -0.202
C 2.574 2.225 -1.280
C 3.355 3.198 -1.844
H 4.547 6.102 -3.948
H 3.486 4.708 -3.678
H 2.386 5.757 0.135
H 1.225 3.836 1.241
H 2.529 1.189 -1.666
H 3.996 2.974 -2.700
N -4.825 3.207 3.715
C -4.581 2.763 2.471
O -5.464 2.551 1.631
C -3.143 2.542 2.145
C -2.037 3.025 2.828
C -0.803 2.487 2.526
N -0.611 1.543 1.584
C -1.662 1.141 0.872
C -2.901 1.717 1.058
H -5.777 3.345 4.051
H -4.048 3.462 4.361
H -2.131 3.854 3.497
H 0.046 2.829 3.101
H -1.491 0.300 0.202
H -3.761 1.442 0.408
```

For the HOMO-LUMO gap, the calculation gives 4.601 eV. For the HOMO energy, the calculation gives -6.08 eV. The relative energy (zero: lowest compared OMol25 entry of this formula, charge and spin) is 127.1 kJ/mol.



(2)
The following is a quantum chemistry calculation of a single C4H12N2S molecule, from the OMol25 dataset.

Structure (XYZ):
```
19
C4H12N2S | the OMol25 dataset | ωB97M-V/def2-TZVPD
N 2.821 0.440 0.620
C 2.280 -0.756 -0.082
C 0.985 -0.450 -0.828
N 0.033 0.289 0.012
C -1.319 -0.221 -0.081
C -2.304 0.634 0.680
S -4.029 0.067 0.413
H 2.243 1.241 0.382
H 3.724 0.659 0.219
H 2.161 -1.590 0.624
H 3.018 -1.088 -0.822
H 0.557 -1.389 -1.181
H 1.268 0.196 -1.669
H 0.318 0.266 0.983
H -1.407 -1.273 0.245
H -1.594 -0.253 -1.138
H -2.119 0.580 1.752
H -2.293 1.674 0.380
H -4.345 0.975 -0.512
```

The SMILES is NCCNCCS. For the HOMO-LUMO gap, the calculation gives 10.015 eV. For the HOMO energy, the calculation gives -9.02 eV. The relative energy (zero: lowest compared OMol25 entry of this formula, charge and spin) is 48.3 kJ/mol.



(3)
The following is a quantum chemistry calculation of a single C5H8O3 molecule at a distorted geometry, from the OMol25 dataset.

Structure (XYZ):
```
16
C5H8O3 | the OMol25 dataset | ωB97M-V/def2-TZVPD
O -1.718 1.271 -0.105
C -1.884 -0.249 0.007
C -0.563 -1.038 -0.063
O 0.454 -0.838 -1.103
C 1.530 0.048 -0.700
C 1.252 1.326 -0.054
C 1.348 0.052 0.854
O 0.195 -0.808 1.124
H -2.535 1.678 0.358
H -2.499 -0.440 -0.971
H -2.588 -0.644 0.774
H -0.908 -2.131 -0.208
H 2.326 -0.107 -1.253
H 0.383 2.096 -0.093
H 2.120 1.949 0.194
H 2.154 -0.231 1.598
```

The SMILES is OC[C@H]1O[C@H]2C[C@H]2O1. For the HOMO-LUMO gap, the calculation gives 9.744 eV. For the HOMO energy, the calculation gives -8.96 eV. The relative energy (zero: lowest compared OMol25 entry of this formula, charge and spin) is 419.9 kJ/mol.



(4)
The following is a quantum chemistry calculation of 2 unconnected molecules or ions with the total composition C6H12N2 at a distorted geometry, from the OMol25 dataset.

Structure (XYZ):
```
20
C6H12N2 | the OMol25 dataset | ωB97M-V/def2-TZVPD
C -2.426 0.750 0.496
C -1.564 -0.430 -0.158
C -1.096 -0.880 -1.377
N 0.046 -1.607 -1.120
C 0.067 -1.902 0.281
N -0.889 -1.101 0.836
H -2.657 1.468 -0.325
H -1.732 1.190 1.188
H -3.282 0.458 1.064
H -1.253 -0.806 -2.462
H 0.664 -2.039 -1.819
H 0.858 -2.502 0.708
C 2.688 2.312 -0.170
C 2.170 1.671 1.154
H 3.544 2.946 -0.214
H 2.585 1.470 -0.953
H 1.942 2.951 -0.886
H 1.057 1.596 1.035
H 2.905 0.818 1.273
H 2.235 2.285 2.028
```

The SMILES is Cc1c[nH]cn1.CC. For the HOMO-LUMO gap, the calculation gives 9.355 eV. For the HOMO energy, the calculation gives -8.53 eV. The relative energy (zero: lowest compared OMol25 entry of this formula, charge and spin) is 213.9 kJ/mol.



relative energy (zero: lowest compared OMol25 entry of this formula, charge and spin) of number 3 (C5H8O3)?
419.9 kJ/mol



relative energy (zero: lowest compared OMol25 entry of this formula, charge and spin) of number 4 (C6H12N2)?
213.9 kJ/mol



Please write out number 3 again, unchanged.
The following is a quantum chemistry calculation of a single C5H8O3 molecule at a distorted geometry, from the OMol25 dataset.

Structure (XYZ):
```
16
C5H8O3 | the OMol25 dataset | ωB97M-V/def2-TZVPD
O -1.718 1.271 -0.105
C -1.884 -0.249 0.007
C -0.563 -1.038 -0.063
O 0.454 -0.838 -1.103
C 1.530 0.048 -0.700
C 1.252 1.326 -0.054
C 1.348 0.052 0.854
O 0.195 -0.808 1.124
H -2.535 1.678 0.358
H -2.499 -0.440 -0.971
H -2.588 -0.644 0.774
H -0.908 -2.131 -0.208
H 2.326 -0.107 -1.253
H 0.383 2.096 -0.093
H 2.120 1.949 0.194
H 2.154 -0.231 1.598
```

The SMILES is OC[C@H]1O[C@H]2C[C@H]2O1. For the HOMO-LUMO gap, the calculation gives 9.744 eV. For the HOMO energy, the calculation gives -8.96 eV. The relative energy (zero: lowest compared OMol25 entry of this formula, charge and spin) is 419.9 kJ/mol.